Record 1
{
  "formula": "C53H32F6N6O7S3Sn",
  "method": "the ωB97M-V functional and the def2-TZVPD basis",
  "total_energy_ha": -4902.03220,
  "total_charge": -2,
  "homo_ev": [-3.18, -3.19],
  "orbital_gap_ha": [0.1940, 0.1941],
  "relative_energy_kcal_mol": 0.0,
  "symbols": ["Sn", "C", "C", "C", "C", "C", "C", "C", "C", "C", "C", "C", "C", "C", "C", "C", "C", "C", "C", "C", "N", "C", "C", "C", "C", "C", "C", "C", "C", "C", "C", "C", "C", "N", "C", "C", "C", "C", "C", "N", "C", "C", "C", "C", "C", "C", "C", "C", "N", "H", "H", "H", "H", "H", "H", "H", "H", "H", "H", "H", "H", "H", "H", "H", "H", "H", "H", "H", "H", "H", "H", "H", "H", "H", "H", "H", "H", "F", "C", "F", "F", "S", "O", "O", "N", "S", "O", "O", "C", "F", "F", "F", "O", "S", "O", "N", "C", "O", "C", "C", "C", "C", "C", "C", "H", "H", "H", "H"],
  "coordinates": [[-0.687, 0.566, 0.264], [5.540, -3.921, -1.214], [5.769, -3.170, -0.068], [4.763, -2.333, 0.405], [3.530, -2.208, -0.308], [3.359, -3.046, -1.459], [4.365, -3.818, -1.926], [2.412, -1.237, 0.047], [2.186, -0.175, -0.800], [2.978, -0.017, -1.979], [2.236, 0.843, -2.801], [1.167, 1.374, -2.024], [0.311, 2.375, -2.380], [0.319, 2.831, -3.770], [1.060, 3.865, -4.275], [1.085, 4.278, -5.587], [0.423, 3.526, -6.524], [-0.264, 2.346, -6.090], [-0.307, 2.025, -4.774], [-0.470, 3.120, -1.498], [-0.779, 2.664, -0.267], [-1.531, 3.684, 0.301], [-1.824, 3.631, 1.660], [-2.926, 4.399, 2.268], [-2.799, 5.786, 2.572], [-3.763, 6.438, 3.304], [-4.920, 5.708, 3.644], [-5.139, 4.378, 3.313], [-4.084, 3.711, 2.637], [-1.168, 2.653, 2.506], [-1.243, 2.726, 3.912], [-0.524, 1.632, 4.422], [-0.002, 0.951, 3.303], [-0.330, 1.636, 2.170], [0.820, -0.164, 3.127], [1.802, -1.582, 1.328], [1.029, -2.898, 1.317], [1.301, -3.213, 2.638], [2.474, -2.487, 2.424], [0.938, -0.542, 1.856], [1.232, -0.883, 4.343], [2.527, -0.960, 4.759], [2.826, -1.634, 5.950], [1.850, -2.435, 6.585], [0.507, -2.411, 6.158], [0.238, -1.518, 5.094], [-1.936, 4.670, -0.714], [-1.235, 4.349, -1.797], [1.165, 0.694, -0.742], [6.361, -4.485, -1.608], [6.691, -3.269, 0.496], [4.890, -1.767, 1.316], [2.569, -2.808, -2.098], [4.174, -4.289, -2.856], [3.919, -0.480, -2.429], [2.565, 1.193, -3.822], [1.711, 4.382, -3.614], [1.737, 5.049, -5.940], [0.459, 3.780, -7.569], [-0.672, 1.713, -6.878], [-0.930, 1.193, -4.398], [-1.832, 6.285, 2.266], [-3.704, 7.474, 3.591], [-5.588, 6.146, 4.324], [-6.009, 3.907, 3.614], [-4.091, 2.662, 2.418], [-1.897, 3.293, 4.440], [-0.568, 1.325, 5.392], [0.884, -3.567, 0.473], [1.124, -4.052, 3.337], [3.311, -0.509, 4.292], [3.905, -1.648, 6.189], [2.061, -3.067, 7.447], [-0.298, -2.973, 6.649], [-0.782, -1.398, 4.856], [-2.696, 5.414, -0.578], [-1.059, 5.037, -2.637], [-5.320, 2.186, 5.423], [-5.661, 0.877, 5.550], [-6.587, 0.792, 6.419], [-4.635, 0.045, 5.940], [-6.325, 0.389, 3.858], [-5.236, 0.372, 2.873], [-7.383, 1.346, 3.669], [-6.924, -1.068, 4.079], [-6.128, -2.467, 4.128], [-4.737, -2.447, 4.460], [-6.954, -3.340, 4.868], [-6.116, -3.031, 2.335], [-7.390, -3.119, 1.934], [-5.592, -4.265, 2.268], [-5.468, -2.241, 1.452], [4.778, -1.099, -7.734], [4.594, -1.689, -6.407], [4.455, -0.722, -5.299], [5.654, -2.834, -6.002], [5.083, -4.086, -6.079], [5.536, -5.192, -5.885], [3.574, -4.013, -6.361], [2.814, -5.100, -6.713], [1.553, -4.811, -7.134], [1.050, -3.510, -7.235], [1.877, -2.489, -6.940], [3.147, -2.749, -6.544], [3.163, -6.153, -6.591], [0.938, -5.624, -7.600], [0.056, -3.269, -7.577], [1.666, -1.444, -7.144]]
}

=====

Record 2
{
  "formula": "C53H42AsIrN5O2S",
  "method": "the ωB97M-V functional and the def2-TZVPD basis",
  "total_energy_ha": -5206.80951,
  "total_charge": 2,
  "homo_ev": [-11.00, -13.00],
  "multiplicity": 6,
  "orbital_gap_ha": [0.2144, 0.1836],
  "s2": 8.879,
  "relative_energy_kcal_mol": 11.7,
  "symbols": ["Ir", "C", "O", "C", "N", "C", "C", "C", "C", "C", "C", "C", "C", "C", "C", "C", "C", "N", "C", "N", "C", "C", "O", "C", "C", "C", "C", "C", "C", "H", "H", "H", "H", "H", "H", "H", "H", "H", "H", "H", "H", "H", "H", "H", "H", "H", "H", "H", "C", "C", "C", "C", "C", "C", "N", "N", "C", "C", "C", "C", "C", "C", "H", "H", "H", "H", "H", "H", "H", "H", "H", "S", "C", "C", "C", "C", "C", "C", "As", "C", "C", "C", "C", "C", "C", "C", "C", "C", "C", "C", "C", "H", "H", "H", "H", "H", "H", "H", "H", "H", "H", "H", "H", "H", "H"],
  "coordinates": [[0.610, -0.277, 0.312], [-2.274, -3.257, 1.670], [-2.705, -2.650, 0.388], [-1.797, -1.730, 0.102], [-0.842, -1.553, 0.956], [-0.909, -2.598, 1.986], [-0.768, -2.053, 3.388], [-0.368, -2.912, 4.409], [-0.283, -2.455, 5.719], [-0.594, -1.131, 6.017], [-0.985, -0.270, 4.999], [-1.075, -0.730, 3.688], [-1.776, -0.987, -1.147], [-2.666, -0.957, -2.194], [-2.372, -0.170, -3.316], [-1.171, 0.554, -3.382], [-0.301, 0.494, -2.323], [-0.617, -0.252, -1.214], [0.984, 1.139, -2.122], [1.590, 1.030, -0.974], [2.827, 1.861, -1.028], [2.923, 2.165, -2.527], [1.582, 1.854, -3.064], [4.075, 1.239, -0.459], [4.457, -0.050, -0.819], [5.651, -0.582, -0.354], [6.482, 0.179, 0.462], [6.111, 1.471, 0.815], [4.909, 1.997, 0.356], [-2.208, -4.330, 1.524], [-3.022, -3.036, 2.422], [-0.095, -3.300, 1.813], [-0.118, -3.950, 4.179], [0.034, -3.130, 6.509], [-0.533, -0.774, 7.041], [-1.222, 0.767, 5.227], [-1.391, -0.057, 2.893], [-3.575, -1.547, -2.145], [-3.066, -0.137, -4.147], [-0.916, 1.143, -4.257], [2.629, 2.775, -0.472], [3.631, 1.515, -3.027], [3.157, 3.198, -2.745], [3.821, -0.643, -1.475], [5.943, -1.589, -0.641], [7.424, -0.231, 0.810], [6.763, 2.073, 1.440], [4.618, 3.009, 0.632], [2.344, 3.359, 4.200], [1.128, 3.115, 3.544], [0.962, 1.975, 2.788], [2.018, 1.043, 2.684], [3.235, 1.286, 3.358], [3.388, 2.444, 4.094], [1.841, -0.083, 1.951], [2.844, -1.068, 2.207], [2.846, -1.897, 1.207], [3.763, -3.013, 1.218], [3.728, -3.912, 0.200], [2.793, -3.776, -0.864], [1.868, -2.718, -0.893], [1.891, -1.763, 0.096], [2.465, 4.251, 4.808], [0.305, 3.818, 3.652], [0.016, 1.758, 2.304], [4.027, 0.555, 3.282], [4.326, 2.637, 4.600], [4.457, -3.110, 2.049], [4.410, -4.756, 0.206], [2.785, -4.510, -1.664], [1.152, -2.654, -1.709], [0.207, 3.783, 0.053], [-0.964, 4.972, 0.318], [-0.686, 6.285, 0.777], [-1.735, 7.166, 0.910], [-3.043, 6.771, 0.589], [-3.332, 5.471, 0.151], [-2.294, 4.579, 0.036], [-2.358, 2.712, -0.450], [-3.927, 2.644, -1.585], [-5.195, 2.302, -1.107], [-6.293, 2.452, -1.951], [-6.127, 2.926, -3.248], [-4.861, 3.265, -3.715], [-3.758, 3.117, -2.889], [-2.846, 1.866, 1.205], [-2.640, 2.511, 2.424], [-3.038, 1.891, 3.602], [-3.624, 0.631, 3.565], [-3.811, -0.021, 2.351], [-3.410, 0.587, 1.171], [0.331, 6.585, 1.002], [-1.548, 8.178, 1.254], [-3.851, 7.489, 0.684], [-4.346, 5.179, -0.089], [-5.344, 1.954, -0.099], [-7.282, 2.202, -1.585], [-6.989, 3.029, -3.900], [-4.734, 3.644, -4.724], [-2.774, 3.378, -3.256], [-2.198, 3.499, 2.463], [-2.895, 2.399, 4.550], [-3.934, 0.154, 4.487], [-4.274, -1.002, 2.322], [-3.565, 0.081, 0.228]]
}